(1)
A 2-piece molecular cluster, C4H7BO3 overall. Source: the Open Molecules 2025 dataset; level of theory: the ωB97M-V functional and the def2-TZVPD basis.

```
15
Properties=species:S:1:pos:R:3
B 0.63 0.90 0.44
C -2.30 -2.17 -0.27
C -1.22 -1.76 -0.67
C 0.81 1.96 -1.80
C -0.15 -0.45 2.41
O -0.16 -1.25 -0.93
O 1.24 1.71 -0.45
O 0.35 0.73 1.67
H -3.19 -2.76 -0.39
H 1.75 1.88 -2.43
H 0.40 2.98 -1.71
H 0.12 1.10 -2.08
H -0.44 -0.20 3.44
H 0.77 -1.18 2.41
H -1.05 -0.65 1.83
```

Results
LUMO	-0.58	eV
frontier orbital gap	6.293	eV
HOMO	-6.9	eV
total energy	-407.06740	Ha



(2)
C4H7Br as an isolated structure. Source: the Open Molecules 2025 dataset; level of theory: the ωB97M-V functional and the def2-TZVPD basis.

```
12
Properties=species:S:1:pos:R:3
C 0.71 -1.18 -0.30
C 0.20 0.26 -0.52
C 1.64 -0.35 0.58
C -1.05 0.78 -0.01
Br 3.48 0.11 0.03
H 0.03 -1.68 0.41
H 1.13 -1.73 -1.27
H 0.80 0.82 -1.22
H 1.30 -0.12 1.63
H -1.12 1.96 0.04
H -1.22 0.50 1.04
H -2.03 0.44 -0.52
```

Results
LUMO	0.93	eV
frontier orbital gap	9.206	eV
HOMO	-8.3	eV
total energy	-2730.51969	Ha



(3)
C4H7Br3NO as an isolated structure. Source: the Open Molecules 2025 dataset; level of theory: the ωB97M-V functional and the def2-TZVPD basis.

```
16
Properties=species:S:1:pos:R:3
C 1.49 0.61 -0.33
C 1.50 -0.86 -0.56
C -0.19 -0.36 0.95
C -2.44 -0.21 -0.21
N 0.37 0.92 0.61
O 0.36 -1.36 0.29
Br -1.97 1.22 -1.40
Br -2.71 -1.90 -1.26
Br -3.65 -0.09 1.12
H 2.29 1.05 0.18
H 1.37 1.12 -1.21
H 1.32 -1.20 -1.62
H 2.45 -1.41 -0.22
H -0.65 -0.62 2.00
H 0.82 1.42 1.39
H -0.37 1.68 0.24
```

Results
charge	+1
LUMO (spin up / spin down)	-4.01 / -4.43	eV
frontier orbital gap (spin up / spin down)	8.046 / 7.737	eV
HOMO (spin up / spin down)	-12.1 / -12.2	eV
total energy	-8008.23503	Ha



(4)
C4H7BrN2O3Sn as an isolated structure. Source: the Open Molecules 2025 dataset; level of theory: the ωB97M-V functional and the def2-TZVPD basis.

```
18
Properties=species:S:1:pos:R:3
C -1.67 0.84 -0.85
N -0.54 0.29 -0.05
C -0.91 -0.92 0.75
C -1.27 -0.54 2.17
O -2.27 -0.89 2.66
Br -0.03 0.56 3.12
C 0.60 0.22 -0.70
O 0.77 0.74 -1.87
O 1.62 -0.40 -0.07
N 2.82 0.41 -0.10
H -1.84 0.28 -1.76
H -1.51 1.88 -1.08
H -2.56 0.76 -0.23
H -1.81 -1.34 0.31
H -0.13 -1.67 0.75
H 3.48 0.02 -0.78
H 3.26 0.24 0.80
Sn 1.98 -0.48 -3.04
```

Results
charge	+2
LUMO	-11.33	eV
frontier orbital gap	5.177	eV
HOMO	-16.5	eV
total energy	-3279.40324	Ha



(5)
A single C4H7BrN2S molecule. Source: the Open Molecules 2025 dataset; level of theory: the ωB97M-V functional and the def2-TZVPD basis.

```
15
Properties=species:S:1:pos:R:3
C -0.35 0.24 2.50
C 0.24 -0.05 0.05
C -0.51 0.55 -1.11
C 1.04 -1.20 -0.49
N 0.89 0.81 2.01
N 1.11 0.74 0.83
S -1.02 -0.82 1.14
Br 1.99 -2.33 0.74
H -0.11 -0.48 3.40
H -1.02 1.06 2.88
H -1.10 1.43 -0.99
H -1.07 -0.34 -1.36
H 0.19 0.77 -2.04
H 1.81 -0.84 -1.23
H 0.45 -1.86 -1.10
```

Results
LUMO (spin up / spin down)	0.73 / -2.18	eV
expectation value of S²	2.008
2S+1	3
frontier orbital gap (spin up / spin down)	7.423 / 6.938	eV
HOMO (spin up / spin down)	-6.7 / -9.1	eV
total energy	-3238.14892	Ha



(6)
A 2-piece molecular cluster, C4H7BrNO2 overall. Source: the Open Molecules 2025 dataset; level of theory: the ωB97M-V functional and the def2-TZVPD basis.

```
15
Properties=species:S:1:pos:R:3
C 0.41 -1.83 1.62
C 1.39 0.34 -0.50
C -1.03 0.65 -1.21
C -0.05 -0.01 -0.36
N -0.42 -0.83 0.57
O -0.42 -2.40 2.27
O 1.59 -1.79 1.47
Br -1.40 2.91 1.09
H 1.62 0.69 -1.50
H 2.01 -0.51 -0.22
H 1.59 1.15 0.21
H -0.63 0.94 -2.18
H -1.29 1.59 -0.66
H -1.95 0.08 -1.32
H -1.42 -0.97 0.70
```

Results
charge	-1
LUMO	3.54	eV
frontier orbital gap	7.939	eV
HOMO	-4.4	eV
total energy	-2935.97928	Ha



(7)
A 2-piece molecular cluster, C4H7BrO2 overall. Source: the Open Molecules 2025 dataset; level of theory: the ωB97M-V functional and the def2-TZVPD basis.

```
14
Properties=species:S:1:pos:R:3
C 0.22 1.54 0.79
C -0.55 0.91 -0.07
C -1.01 1.17 -1.44
Br -1.52 -0.62 0.81
H 0.80 2.45 0.62
H 0.42 1.10 1.79
H -0.63 0.59 -2.15
H -0.64 2.20 -1.53
H -2.02 1.10 -1.58
O 1.66 -1.19 -0.26
C 1.23 -1.74 0.69
O 0.61 -2.89 0.66
H 1.37 -1.42 1.79
H 0.07 -3.21 -0.12
```

Results
LUMO	0.65	eV
frontier orbital gap	10.147	eV
HOMO	-9.5	eV
total energy	-2881.05014	Ha



(8)
A single C4H7BrSi molecule. Source: the Open Molecules 2025 dataset; level of theory: the ωB97M-V functional and the def2-TZVPD basis.

```
13
Properties=species:S:1:pos:R:3
C -0.21 1.36 0.37
Si -0.23 -0.20 -0.64
C 0.72 -1.50 0.45
C 2.49 -1.14 0.33
C 3.41 -0.47 0.04
Br 5.10 0.27 -0.21
H 0.78 1.31 0.82
H -0.16 2.28 -0.13
H -0.96 1.50 1.08
H 0.37 0.19 -1.95
H -1.73 -0.50 -0.86
H 0.52 -1.00 1.43
H 0.55 -2.54 0.15
```

Results
LUMO	0.66	eV
frontier orbital gap	10.476	eV
HOMO	-9.8	eV
total energy	-3019.97068	Ha



(9)
C4H7CdO2 as an isolated structure. Source: the Open Molecules 2025 dataset; level of theory: the ωB97M-V functional and the def2-TZVPD basis.

```
14
Properties=species:S:1:pos:R:3
O 2.16 0.37 1.46
C 1.10 0.86 1.03
C -0.08 0.08 0.74
H -1.00 0.65 0.96
H 1.11 1.92 0.72
H -0.07 -0.87 1.28
Cd 4.06 0.75 1.50
C -1.25 -1.06 -1.31
C -0.13 -0.16 -0.88
O -2.51 -0.63 -0.71
H -1.06 -2.06 -0.87
H -0.17 0.84 -1.32
H 0.82 -0.59 -1.24
H -2.97 -0.10 -1.35
```

Results
LUMO (spin up / spin down)	-0.27 / -1.30	eV
expectation value of S²	0.754
2S+1	2
frontier orbital gap (spin up / spin down)	5.929 / 4.884	eV
HOMO (spin up / spin down)	-6.2 / -6.2	eV
total energy	-474.64583	Ha



(10)
A single C4H7Cl molecule. Source: the Open Molecules 2025 dataset; level of theory: the ωB97M-V functional and the def2-TZVPD basis.

```
12
Properties=species:S:1:pos:R:3
C -1.71 -1.21 -0.27
C -0.78 -0.46 0.42
C 0.72 -0.05 0.43
C 0.97 1.39 -0.29
Cl 1.82 -1.48 -0.02
H -1.27 -2.08 -1.04
H -2.81 -1.30 0.04
H -0.88 0.62 0.92
H 0.91 -0.20 1.48
H 0.74 0.91 -1.35
H 0.19 2.19 -0.07
H 2.11 1.66 -0.25
```

Results
LUMO	0.89	eV
frontier orbital gap	10.757	eV
HOMO	-9.9	eV
total energy	-616.67548	Ha



(11)
A single C4H7Cl2FO molecule. Source: the Open Molecules 2025 dataset; level of theory: the ωB97M-V functional and the def2-TZVPD basis.

```
15
Properties=species:S:1:pos:R:3
C 1.57 -1.41 -0.40
O 1.10 -0.32 0.31
C -0.39 0.06 0.17
C -0.71 0.74 -1.15
F -1.12 -1.13 0.25
C -0.76 0.94 1.38
Cl -0.02 2.56 1.13
Cl -0.26 0.27 2.96
H 1.73 -1.00 -1.39
H 0.77 -2.03 -0.47
H 2.44 -2.05 0.02
H 0.10 1.44 -1.21
H -0.92 -0.06 -1.94
H -1.74 1.11 -1.01
H -1.78 0.90 1.36
```

Results
LUMO	0.78	eV
frontier orbital gap	10.959	eV
HOMO	-10.2	eV
total energy	-1252.04265	Ha



(12)
A 2-piece molecular cluster, C4H7Cl2N2S overall. Source: the Open Molecules 2025 dataset; level of theory: the ωB97M-V functional and the def2-TZVPD basis.

```
16
Properties=species:S:1:pos:R:3
C -0.50 1.22 0.61
C 0.00 1.18 -0.86
C -1.30 -0.85 0.06
C -0.06 -2.32 1.23
N -1.21 0.17 0.98
N 1.51 1.31 -1.06
S -0.46 -0.49 -1.44
Cl -0.19 2.52 1.62
Cl -2.73 -1.78 -0.26
H -0.54 1.93 -1.32
H -0.94 -2.53 1.77
H 0.65 -1.55 1.56
H 0.10 -2.83 0.29
H 1.94 1.83 -1.88
H 1.85 0.41 -1.09
H 1.88 1.77 -0.19
```

Results
charge	+1
LUMO (spin up / spin down)	-4.42 / -4.43	eV
frontier orbital gap (spin up / spin down)	7.526 / 7.526	eV
HOMO (spin up / spin down)	-11.9 / -12.0	eV
total energy	-1584.30817	Ha



(13)
A 2-piece molecular cluster, C4H7Cl2N3O overall. Source: the Open Molecules 2025 dataset; level of theory: the ωB97M-V functional and the def2-TZVPD basis.

```
17
Properties=species:S:1:pos:R:3
C -1.28 1.36 1.60
C -2.26 0.04 -0.06
C 0.23 0.14 0.18
C 1.67 -1.08 -1.21
N -0.01 0.92 1.29
N -2.40 0.88 0.99
N -1.02 -0.40 -0.37
O 1.41 -0.15 -0.13
Cl -3.68 -0.60 -0.75
Cl -0.21 2.26 -1.39
H -1.53 1.94 2.40
H 2.26 -1.92 -0.71
H 2.38 -0.62 -1.95
H 0.74 -1.38 -1.72
H 0.77 1.40 1.60
H -3.16 1.47 1.24
H -1.04 -0.81 -1.34
```

Results
charge	+2
LUMO (spin up / spin down)	-11.38 / -11.38	eV
frontier orbital gap (spin up / spin down)	5.455 / 5.452	eV
HOMO (spin up / spin down)	-16.8 / -16.8	eV
total energy	-1315.71267	Ha



(14)
A 2-piece molecular cluster, C4H7ClFN overall. Source: the Open Molecules 2025 dataset; level of theory: the ωB97M-V functional and the def2-TZVPD basis.

```
14
Properties=species:S:1:pos:R:3
C 1.42 -0.21 -0.24
C -1.51 -0.92 -0.13
C 0.59 2.11 0.49
C -0.68 -2.00 -0.54
N 0.71 0.74 0.11
F -0.06 -2.72 0.50
Cl 3.11 -0.56 -0.29
H -0.81 0.08 0.16
H -2.05 -0.51 -1.00
H -2.09 -1.25 0.69
H 0.42 2.71 -0.38
H 1.46 2.54 0.86
H -0.14 2.25 1.29
H -0.35 -2.27 -1.51
```

Results
LUMO (spin up / spin down)	0.58 / -0.21	eV
frontier orbital gap (spin up / spin down)	8.346 / 7.245	eV
HOMO (spin up / spin down)	-7.8 / -7.5	eV
total energy	-771.23610	Ha